{"formula": "C55H57BrCsN7O5P2", "method": "the ωB97M-V functional and the def2-TZVPD basis", "lumo_energy_ev": 3.34, "charge": -2, "homo_energy_ev": -2.42, "multiplicity": 1, "energy_ha": -6166.5127, "species": ["Cs", "C", "N", "C", "C", "N", "C", "C", "C", "C", "C", "C", "N", "C", "N", "C", "C", "C", "C", "C", "C", "N", "H", "H", "H", "H", "H", "H", "H", "H", "H", "H", "H", "H", "H", "H", "H", "N", "C", "C", "C", "O", "O", "H", "H", "H", "H", "H", "H", "O", "H", "H", "O", "H", "H", "O", "H", "H", "Br", "N", "P", "C", "C", "C", "C", "C", "C", "C", "C", "C", "C", "C", "C", "C", "C", "C", "C", "C", "C", "H", "H", "H", "H", "H", "H", "H", "H", "H", "H", "H", "H", "H", "H", "H", "C", "C", "C", "C", "C", "C", "P", "C", "C", "C", "C", "C", "C", "C", "C", "C", "C", "C", "C", "H", "H", "H", "H", "H", "H", "H", "H", "H", "H", "H", "H", "H", "H", "H"], "xyz": [[0.353, -0.171, -0.645], [-2.937, -1.302, -2.886], [-1.849, -2.040, -2.329], [-1.115, -2.895, -3.214], [-0.489, -4.081, -2.504], [-0.713, -4.362, -1.236], [-0.004, -5.538, -0.955], [0.169, -6.170, 0.270], [0.932, -7.347, 0.272], [1.579, -7.778, -0.916], [1.524, -7.092, -2.111], [0.743, -5.953, -2.140], [0.351, -5.021, -3.136], [-2.673, 0.122, -3.175], [-1.494, 0.756, -3.150], [-1.784, 2.081, -3.575], [-0.954, 3.152, -3.707], [-1.601, 4.382, -3.988], [-2.992, 4.527, -4.207], [-3.827, 3.408, -4.262], [-3.155, 2.207, -3.907], [-3.686, 0.881, -3.667], [-3.765, -1.379, -2.142], [-3.353, -1.678, -3.884], [-2.052, -2.470, -1.405], [-0.386, -2.363, -3.844], [-1.756, -3.505, -3.872], [-0.265, -5.722, 1.158], [1.012, -7.896, 1.250], [2.155, -8.712, -0.896], [2.035, -7.431, -3.026], [0.924, -4.866, -3.986], [0.136, 3.098, -3.502], [-0.986, 5.252, -4.010], [-3.431, 5.523, -4.299], [-4.897, 3.442, -4.391], [-4.685, 0.661, -3.765], [-1.813, -2.881, 4.045], [-3.224, -2.774, 3.608], [-3.459, -2.998, 2.074], [-2.965, -1.915, 1.126], [-3.758, -1.653, 0.203], [-1.779, -1.530, 1.260], [-1.210, -2.566, 3.250], [-1.535, -3.824, 4.320], [-3.490, -1.707, 3.820], [-3.861, -3.384, 4.276], [-4.546, -3.138, 1.951], [-2.990, -3.942, 1.804], [2.161, -0.652, 2.472], [2.264, -0.727, 1.508], [1.329, -0.181, 2.734], [-0.619, 0.343, 2.903], [-0.849, 0.298, 3.878], [-1.093, -0.407, 2.421], [1.021, 2.776, -0.425], [1.796, 2.863, 0.170], [0.890, 3.720, -0.736], [1.196, 5.519, -2.169], [2.852, -0.649, -0.405], [4.360, -0.957, -0.496], [4.812, -1.292, -2.221], [5.340, -2.481, -2.660], [5.545, -2.684, -4.014], [5.311, -1.712, -4.967], [4.657, -0.583, -4.527], [4.533, -0.299, -3.153], [5.372, 0.501, 0.016], [6.540, 1.041, -0.484], [7.208, 2.100, 0.125], [6.670, 2.631, 1.320], [5.466, 2.151, 1.810], [4.871, 1.073, 1.189], [5.106, -2.232, 0.504], [4.285, -3.134, 1.144], [4.783, -4.058, 2.057], [6.111, -4.191, 2.271], [7.005, -3.382, 1.516], [6.503, -2.468, 0.621], [5.665, -3.290, -1.981], [5.866, -3.680, -4.342], [5.664, -1.792, -6.013], [4.240, 0.127, -5.228], [4.297, 0.694, -2.879], [6.979, 0.565, -1.388], [8.115, 2.539, -0.309], [7.182, 3.399, 1.903], [5.015, 2.625, 2.700], [3.960, 0.634, 1.583], [3.219, -3.054, 1.046], [4.027, -4.712, 2.543], [6.501, -4.926, 2.943], [8.072, -3.575, 1.609], [7.185, -1.862, 0.071], [-6.856, 3.540, -0.847], [-6.478, 2.215, -0.746], [-5.299, 1.833, -0.021], [-4.498, 2.850, 0.596], [-4.877, 4.151, 0.510], [-6.060, 4.517, -0.236], [-3.007, 2.273, 1.478], [-1.870, 3.654, 1.450], [-1.165, 3.888, 2.649], [-0.529, 5.099, 2.929], [-0.610, 6.081, 1.967], [-0.961, 5.746, 0.648], [-1.667, 4.584, 0.405], [-3.720, 2.503, 3.105], [-4.091, 3.739, 3.684], [-4.416, 3.840, 5.047], [-4.438, 2.705, 5.852], [-3.995, 1.489, 5.319], [-3.632, 1.369, 3.935], [-7.726, 3.791, -1.463], [-7.124, 1.457, -1.230], [-5.020, 0.809, 0.113], [-4.384, 4.955, 1.026], [-6.231, 5.563, -0.400], [-1.152, 3.065, 3.382], [-0.143, 5.266, 3.932], [-0.307, 7.121, 2.158], [-0.765, 6.364, -0.185], [-2.097, 4.351, -0.556], [-4.173, 4.637, 3.031], [-4.615, 4.793, 5.504], [-4.752, 2.713, 6.875], [-3.976, 0.589, 5.974], [-3.214, 0.425, 3.495]], "atomic_forces_ev_per_a": [[-1.61, 0.45, -0.06], [-1.38, -0.66, -0.01], [0.41, -0.72, 0.59], [0.13, -1.44, 0.04], [0.99, -0.16, 1.45], [0.28, -0.34, -1.23], [1.14, 0.68, -1.62], [0.21, -0.51, -0.56], [-0.03, 0.15, 0.41], [0.12, -0.87, 1.16], [-0.02, 0.30, -1.04], [-2.07, 1.32, 1.15], [0.68, -0.10, 0.40], [1.87, 1.38, -0.46], [-1.97, -0.13, -0.20], [-1.22, -1.89, -0.13], [0.36, 1.91, 0.01], [-0.03, -0.73, -0.07], [0.30, -0.44, -0.11], [1.62, -1.09, 1.08], [-1.17, -1.07, 0.26], [-0.40, 2.21, -0.55], [0.38, 0.27, -0.49], [0.57, -0.24, 1.09], [0.06, 0.46, -1.01], [-0.07, -0.08, 0.20], [-0.47, 0.63, -0.61], [-0.07, -0.27, -0.06], [0.18, 0.43, -1.32], [-0.19, 0.41, 0.11], [-0.14, 0.04, 0.65], [-0.89, 0.05, 0.98], [-0.96, 0.21, -0.11], [0.33, 0.50, 0.12], [0.27, -0.21, -0.18], [-0.10, 0.08, -0.09], [1.07, -0.06, 0.36], [0.43, 0.16, -0.71], [0.71, 1.19, -0.32], [-1.05, -0.57, 1.96], [-0.27, -0.96, -0.37], [0.02, 0.58, -0.42], [0.35, 0.48, 0.40], [-0.62, -0.45, 0.93], [-0.23, 0.27, -0.38], [-0.15, -0.75, -0.11], [0.24, 0.05, -0.55], [0.36, 0.15, -0.22], [0.19, -0.15, -0.20], [-0.59, 0.27, 1.27], [-0.05, 0.27, -0.57], [0.75, -0.59, -0.85], [-0.56, -0.53, 1.33], [0.31, -0.25, -1.92], [0.32, 0.74, 0.54], [0.48, 1.12, 0.50], [-0.61, -0.22, -0.55], [0.20, -1.01, -0.03], [0.12, 0.33, -0.02], [1.98, -1.16, 0.65], [-1.93, 1.96, -0.69], [0.95, 0.65, 0.60], [0.19, -1.10, -0.22], [0.78, -1.30, -0.47], [-0.30, -0.17, -0.39], [0.11, 1.16, 0.65], [0.18, -1.23, -1.41], [0.29, 0.06, 1.03], [0.93, -0.55, -1.35], [-0.32, 0.46, 0.89], [0.54, 0.10, -0.60], [0.11, 0.18, 0.54], [-0.86, -0.24, -0.13], [1.43, -1.75, 0.04], [-0.21, 0.55, 0.56], [-1.90, -0.86, 0.05], [1.56, 0.68, -0.75], [-0.47, -1.12, 0.46], [-0.75, 0.52, 0.51], [-0.55, 0.54, -0.20], [0.34, 0.41, 0.12], [-0.68, -0.29, 0.63], [0.44, 0.33, -0.13], [-0.83, 0.72, 0.53], [-0.26, 0.52, 0.50], [-0.35, -0.36, 0.21], [-0.02, 0.00, -0.48], [0.28, -0.49, -0.51], [-0.06, 0.22, 0.13], [-0.40, 0.21, -0.21], [0.78, 0.45, -0.16], [0.17, -0.29, 0.39], [-0.12, 0.27, -0.04], [0.40, 0.45, -0.40], [0.64, 0.81, 0.02], [0.98, -1.49, 0.84], [-1.10, 2.15, -0.45], [-0.27, -1.84, -0.91], [-2.79, 1.49, -1.40], [1.26, -1.06, 0.41], [-0.14, -1.17, -1.13], [0.88, 1.87, 0.50], [0.00, -0.87, 0.07], [-1.07, -0.54, 0.06], [1.01, 0.90, -0.97], [-0.83, -0.41, 1.00], [-0.25, -1.20, 0.94], [0.32, -0.25, 2.15], [-0.46, 0.14, 0.04], [0.10, -0.32, -0.82], [0.83, -1.00, -1.04], [-0.21, -0.79, -0.81], [-0.14, 0.30, 1.05], [0.29, 0.12, 0.32], [0.61, 0.32, 0.41], [0.19, -0.56, -0.19], [0.52, 0.06, -0.17], [-0.36, 0.35, 0.14], [-0.03, 0.62, -0.20], [0.07, 0.10, -0.24], [0.21, -0.61, 0.00], [0.16, 0.92, -0.55], [0.12, 0.21, -0.37], [0.34, -0.73, 0.75], [-0.28, 0.34, -0.12], [-0.03, 0.30, 0.46], [0.06, 0.71, -0.60], [-0.61, 0.99, 0.63]], "mulliken_charge": [1.089, -1.038, 0.578, -0.592, 0.095, -0.355, 0.117, -0.365, -0.629, -0.217, -0.955, 0.477, -0.133, 0.357, -0.297, 0.554, -0.485, -0.590, -0.456, -0.984, 0.322, 0.028, 0.279, 0.241, -0.238, 0.339, 0.262, 0.496, 0.302, 0.331, 0.335, 0.310, 0.406, 0.384, 0.360, 0.397, 0.264, -0.570, -0.084, -0.767, 0.686, -0.766, -0.661, 0.236, 0.225, -0.267, 0.480, 0.319, 0.105, -0.509, 0.007, 0.438, -0.622, 0.322, 0.243, -0.023, 0.159, -0.133, -0.859, -0.504, -0.017, 0.639, -0.404, -0.397, -0.511, -0.661, -0.783, 0.032, 0.369, -0.746, -0.253, -0.835, -0.529, 0.373, -0.519, -0.605, -0.378, -0.679, -0.384, 0.271, 0.332, 0.323, 0.406, 0.614, 0.246, 0.354, 0.317, 0.372, 0.583, 0.472, 0.317, 0.384, 0.361, 0.420, -0.534, -0.493, -0.536, 0.735, -0.401, -0.900, 1.045, 0.923, -0.570, -0.486, -0.929, -0.332, -0.997, -0.203, 0.272, -0.775, -0.537, -0.327, 0.404, 0.339, 0.367, 0.390, 0.327, 0.378, 0.194, 0.451, 0.263, 0.550, 0.565, 0.102, 0.396, 0.400, 0.354, -0.365]}